(1)
45
Properties=species:S:1:pos:R:3:mulliken_charge:R:1 method="wB97M-V/def2-TZVPD" de_lowest_kcal_mol=60.44 energy_ha=-1113.04099 smiles="COc1ccc2c3c(oc2c1CC=C(C)C)-c1ccc(O)cc1OC3"
C -4.22 3.03 1.39 -0.846
O -3.67 1.93 0.73 -0.449
C -2.37 1.58 1.09 0.274
C -2.02 1.49 2.50 -0.893
C -0.68 1.20 2.79 -0.802
C 0.17 0.74 1.71 0.081
C 1.54 0.35 1.72 0.269
C 1.87 0.08 0.36 0.412
O 0.84 0.20 -0.48 -0.544
C -0.18 0.70 0.35 0.190
C -1.45 1.28 0.02 0.595
C -1.91 1.30 -1.47 -1.129
C -2.99 0.15 -1.50 -0.631
C -2.88 -1.00 -2.32 0.977
C -4.01 -1.98 -2.11 -1.291
C -1.69 -1.28 -3.18 -1.287
C 3.21 -0.43 0.06 0.384
C 3.50 -1.01 -1.24 -0.777
C 4.68 -1.70 -1.47 -0.704
C 5.53 -1.83 -0.36 0.780
O 6.61 -2.52 -0.60 -0.523
C 5.24 -1.28 0.87 -0.411
C 4.10 -0.50 1.02 -0.160
O 3.85 -0.05 2.31 -0.521
C 2.52 0.22 2.87 -0.321
H -4.70 3.67 0.63 0.262
H -4.94 2.61 2.20 0.247
H -3.37 3.47 1.95 0.408
H -2.70 1.76 3.23 0.686
H -0.50 1.31 3.77 0.585
H -1.16 1.35 -2.23 0.584
H -2.39 2.31 -1.53 0.280
H -3.90 0.39 -0.91 0.281
H -3.84 -2.68 -1.20 0.221
H -4.91 -1.47 -2.10 0.436
H -4.16 -2.60 -2.99 0.368
H -2.01 -1.59 -4.22 0.387
H -0.93 -1.95 -2.79 0.249
H -1.19 -0.39 -3.49 0.326
H 2.72 -1.07 -2.04 0.327
H 4.91 -2.24 -2.34 0.499
H 6.95 -2.81 0.25 0.284
H 5.88 -1.39 1.73 0.369
H 2.18 -0.54 3.57 0.213
H 2.48 1.17 3.46 0.318



(2)
60
Properties=species:S:1:pos:R:3:mulliken_charge:R:1 method="wB97M-V/def2-TZVPD" de_lowest_kcal_mol=0.00 energy_ha=-3439.04365 total_charge=-2
Tl -0.60 1.50 0.03 0.939
C -0.58 -2.63 -3.70 -0.833
N -1.01 -2.36 -2.28 0.538
C -2.25 -2.75 -1.67 -0.291
C -2.12 -2.49 -0.34 -0.747
N -0.91 -1.90 -0.08 -0.209
C -0.19 -1.92 -1.24 0.105
P 1.58 -1.51 -1.28 -0.602
C 1.99 0.03 -2.16 0.147
N 1.88 1.28 -1.66 -0.050
C 2.22 2.15 -2.67 -0.731
C 2.51 1.46 -3.82 -0.392
N 2.39 0.08 -3.52 0.349
C 2.84 -1.02 -4.41 -0.931
C 1.89 -1.25 0.52 0.127
N 1.79 -0.08 1.19 -0.007
C 2.06 -0.33 2.50 -0.784
C 2.32 -1.67 2.69 -0.402
N 2.18 -2.31 1.44 0.318
C 2.48 -3.73 1.09 -0.908
H -1.38 -2.15 -4.29 0.345
H 0.36 -2.12 -3.92 0.215
H -0.60 -3.71 -3.95 0.254
H -3.09 -3.16 -2.25 0.339
H -2.83 -2.71 0.46 0.392
H 2.13 3.22 -2.54 0.505
H 2.73 1.85 -4.83 0.349
H 3.97 -1.03 -4.36 0.290
H 2.46 -2.02 -4.13 0.406
H 2.61 -0.75 -5.46 0.308
H 2.02 0.46 3.23 0.448
H 2.55 -2.23 3.61 0.423
H 3.43 -4.06 1.55 0.366
H 1.68 -4.41 1.48 0.288
H 2.53 -3.87 0.01 0.294
N -4.00 1.98 -1.70 -0.668
N -3.92 0.95 -2.54 0.040
C -2.73 0.44 -3.02 0.584
O -2.82 -0.54 -3.80 -0.852
O -1.70 1.04 -2.59 -0.709
H -4.66 1.87 -0.94 0.191
H -3.08 2.35 -1.55 0.179
H -4.80 0.60 -2.90 0.226
Cl -0.67 2.00 8.32 -0.296
C -0.89 1.63 6.67 0.441
C -1.33 0.34 6.29 -0.698
C -1.42 0.04 4.94 0.387
Cl -1.81 -1.57 4.49 -0.225
C -1.14 1.00 3.86 0.000
O -1.41 0.71 2.65 -0.587
C -0.62 2.28 4.34 0.802
C 0.03 3.16 3.40 -0.497
O 0.38 2.89 2.22 -0.451
C -0.59 2.61 5.68 -0.757
H -1.56 -0.38 7.06 0.388
H 0.24 4.22 3.77 0.164
H -0.35 3.61 6.08 0.299
S -1.19 4.60 -1.11 -0.469
C 0.05 5.01 -2.08 0.476
N 0.97 5.31 -2.80 -0.828



(3)
54
Properties=species:S:1:pos:R:3:mulliken_charge:R:1 method="wB97M-V/def2-TZVPD" de_lowest_kcal_mol=3.06 multiplicity=2 energy_ha=-4735.40548 total_charge=-2
Cs -1.49 0.04 -2.03 1.331
O -3.84 0.45 -1.00 -0.881
C -4.29 0.85 0.11 0.134
C -5.26 1.90 0.22 -0.680
C -5.78 2.33 1.42 -0.285
C -5.38 1.73 2.62 -0.631
C -4.44 0.72 2.57 -0.562
C -3.87 0.27 1.37 1.186
C -2.86 -0.77 1.51 -0.813
N -2.03 -1.22 0.64 0.150
N -1.20 -2.20 1.16 -0.781
C -0.10 -2.31 0.44 0.003
O 0.22 -1.59 -0.55 -0.586
C 0.83 -3.42 0.86 0.306
C 0.62 -4.14 2.03 -0.253
C 1.49 -5.17 2.40 -0.562
C 2.58 -5.48 1.59 -0.312
C 2.79 -4.76 0.43 -0.665
C 1.93 -3.73 0.07 -0.239
H -5.58 2.36 -0.71 0.362
H -6.51 3.13 1.43 0.322
H -5.79 2.06 3.57 0.356
H -4.11 0.25 3.49 0.252
H -2.79 -1.19 2.53 0.189
H -0.24 -3.89 2.64 0.438
H 1.31 -5.72 3.31 0.350
H 3.25 -6.28 1.87 0.350
H 3.64 -4.99 -0.21 0.376
H 2.10 -3.16 -0.84 0.234
Cl 0.84 2.08 -6.81 -0.500
Ge 0.81 0.22 -5.43 0.527
Cl 1.10 -1.33 -7.10 -0.501
Cl -1.50 0.10 -5.28 -0.525
N 2.87 -0.68 -1.59 -0.740
H 3.14 -0.33 -0.67 0.244
H 1.89 -0.97 -1.47 0.361
H 2.89 0.10 -2.22 0.245
C -0.16 2.20 1.16 -1.039
C 1.24 2.50 0.76 0.858
C 2.38 2.53 1.48 -0.740
C 3.49 2.75 0.60 -0.638
C 3.01 2.84 -0.67 0.245
C 3.71 3.05 -1.97 -1.308
N 1.61 2.71 -0.58 0.355
H -0.22 2.14 2.24 0.351
H -0.47 1.23 0.76 -0.085
H -0.87 2.95 0.82 0.352
H 2.43 2.38 2.55 0.427
H 4.53 2.81 0.87 0.453
H 4.07 4.07 -2.08 0.333
H 3.03 2.85 -2.80 0.339
H 4.56 2.37 -2.06 0.322
O -0.37 2.67 -1.74 -0.410
C 0.81 2.73 -1.69 -0.014



(4)
59
Properties=species:S:1:pos:R:3:mulliken_charge:R:1 method="wB97M-V/def2-TZVPD" de_lowest_kcal_mol=14.06 multiplicity=3 energy_ha=-4130.87334 total_charge=+2
W 0.26 -0.55 -0.55 1.086
C -3.33 -1.91 3.52 -0.811
N -2.60 -2.00 2.28 0.199
C -2.66 -3.03 1.40 -0.741
C -1.77 -2.77 0.40 -0.376
N -1.14 -1.57 0.65 0.365
C -1.67 -1.12 1.83 -0.017
P -1.58 0.63 2.36 -0.330
C -1.87 1.27 0.67 0.220
N -1.26 0.82 -0.45 0.203
C -1.94 1.38 -1.50 -0.586
C -2.95 2.16 -1.01 -0.524
N -2.91 2.08 0.34 0.154
C -3.79 2.70 1.29 -0.821
C 0.26 0.68 2.27 -0.002
N 1.00 0.23 1.24 0.424
C 2.30 0.54 1.57 -0.535
C 2.32 1.16 2.79 -0.640
N 1.05 1.23 3.22 0.163
C 0.58 1.75 4.48 -0.837
H -3.72 -2.90 3.77 0.329
H -2.69 -1.57 4.33 0.363
H -4.18 -1.23 3.42 0.316
H -3.32 -3.86 1.53 0.481
H -1.61 -3.36 -0.48 0.412
H -1.65 1.18 -2.52 0.557
H -3.68 2.74 -1.53 0.510
H -4.35 3.49 0.79 0.343
H -4.49 1.97 1.70 0.328
H -3.21 3.13 2.10 0.361
H 3.13 0.33 0.91 0.524
H 3.15 1.52 3.36 0.490
H 1.41 2.18 5.03 0.343
H -0.18 2.53 4.31 0.334
H 0.13 0.96 5.07 0.342
Cl 4.21 4.10 -4.99 -0.136
C 3.52 2.93 -3.95 0.440
C 2.64 3.33 -2.93 -0.173
Cl 2.29 4.98 -2.69 -0.158
C 2.06 2.35 -2.13 0.959
Cl 0.97 2.68 -0.85 -0.149
C 2.34 0.99 -2.29 -1.100
O 1.73 0.10 -1.53 0.195
C 3.29 0.62 -3.26 0.400
Cl 3.76 -1.02 -3.37 -0.143
C 3.85 1.58 -4.11 -0.020
Cl 4.92 1.09 -5.35 -0.143
N 1.75 -2.34 -0.46 -0.457
C 1.40 -3.48 -1.35 -0.771
C 0.92 -2.96 -2.70 0.128
C -0.54 -2.50 -2.58 -0.015
O -1.49 -3.19 -2.83 -0.543
O -0.64 -1.29 -2.08 -0.659
H 2.65 -1.97 -0.81 0.251
H 1.93 -2.71 0.48 0.278
H 0.61 -4.07 -0.86 0.321
H 2.27 -4.13 -1.49 0.503
H 0.97 -3.76 -3.44 0.497
H 1.55 -2.13 -3.03 -0.131



(5)
50
Properties=species:S:1:pos:R:3:mulliken_charge:R:1 method="wB97M-V/def2-TZVPD" de_lowest_kcal_mol=6.46 energy_ha=-1725.52535 smiles="CSc1ccc(-c2c([C@@H]3CCC(F)(F)C[C@H]3C(=O)NCC#N)cc[nH]c2=O)cc1"
C -3.04 -5.24 -3.70 -0.838
S -3.73 -3.94 -2.59 -0.052
C -2.19 -3.17 -2.39 -0.064
C -1.96 -1.95 -3.01 -0.871
C -0.78 -1.26 -2.79 0.131
C 0.21 -1.74 -1.90 -0.020
C 1.47 -0.95 -1.67 0.065
C 1.42 0.25 -0.96 -0.277
C 0.13 0.77 -0.30 0.375
C -0.34 2.01 -1.03 -0.770
C -1.52 2.68 -0.35 -1.068
C -1.19 2.97 1.14 0.883
F -2.33 3.45 1.72 -0.372
F -0.23 3.93 1.23 -0.326
C -0.73 1.72 1.89 -1.189
C 0.44 1.04 1.21 0.355
C 0.87 -0.17 2.01 -0.709
O 0.15 -0.75 2.84 -0.691
N 2.18 -0.60 1.90 -0.057
C 2.78 -1.80 2.40 -0.186
C 4.06 -1.96 1.75 0.160
N 5.12 -2.14 1.23 -0.477
C 2.68 1.01 -0.85 -0.579
C 3.92 0.56 -1.31 -0.621
N 3.92 -0.69 -1.95 0.033
C 2.77 -1.40 -2.24 0.290
O 2.93 -2.43 -2.87 -0.707
C -0.07 -2.98 -1.27 -0.431
C -1.23 -3.68 -1.56 -0.488
H -3.88 -5.81 -4.13 0.326
H -2.44 -4.78 -4.51 0.275
H -2.43 -5.93 -3.13 0.279
H -2.65 -1.59 -3.76 0.409
H -0.55 -0.32 -3.29 0.527
H -0.69 0.06 -0.25 0.992
H 0.47 2.76 -1.05 0.340
H -0.65 1.76 -2.03 0.298
H -2.38 2.02 -0.42 0.351
H -1.73 3.60 -0.86 0.492
H -1.54 1.02 1.93 0.428
H -0.45 2.04 2.90 0.435
H 1.25 1.74 1.17 0.574
H 2.76 -0.17 1.18 0.191
H 2.94 -1.72 3.48 0.345
H 2.13 -2.67 2.19 0.290
H 2.66 2.02 -0.43 0.280
H 4.79 1.16 -1.25 0.467
H 4.74 -1.15 -2.30 0.239
H 0.63 -3.40 -0.58 0.566
H -1.41 -4.62 -1.03 0.400



(6)
49
Properties=species:S:1:pos:R:3:mulliken_charge:R:1 method="wB97M-V/def2-TZVPD" de_lowest_kcal_mol=72.56 energy_ha=-1650.13394 smiles="O=C1/C(=C/c2ccccc2N2CCNCC2)SCCN1c1ccc(F)cc1F"
O -1.80 -0.96 0.92 -0.689
C -1.21 -1.55 -0.02 0.444
C 0.05 -0.90 -0.51 0.275
C 0.20 0.51 -0.49 -1.015
C 1.16 1.37 -1.19 0.992
C 1.61 0.93 -2.46 -0.707
C 2.71 1.56 -3.08 -0.568
C 3.24 2.77 -2.58 -0.586
C 2.68 3.28 -1.38 -0.510
C 1.75 2.55 -0.61 -0.578
N 1.58 2.91 0.65 0.690
C 1.86 1.98 1.77 -0.722
C 2.81 2.78 2.75 -0.729
N 2.20 4.02 3.28 -0.497
C 1.70 4.89 2.16 -0.672
C 0.86 4.18 1.10 -0.580
S 1.33 -2.02 -1.08 -0.065
C 0.27 -3.47 -1.68 -0.620
C -1.22 -3.14 -1.91 -0.800
N -1.77 -2.66 -0.63 0.337
C -2.98 -3.33 -0.17 0.116
C -3.08 -3.75 1.11 -0.005
C -3.99 -4.60 1.68 -0.864
C -5.05 -4.92 0.91 0.538
F -5.91 -5.84 1.37 -0.312
C -5.11 -4.55 -0.39 -0.746
C -4.07 -3.78 -0.94 0.438
F -4.11 -3.39 -2.20 -0.304
H -0.53 1.10 0.00 0.555
H 1.23 0.03 -2.91 0.563
H 3.12 1.21 -4.09 0.262
H 3.92 3.45 -3.13 0.348
H 3.19 4.21 -1.05 0.291
H 0.96 1.58 2.21 0.394
H 2.45 1.22 1.39 0.439
H 3.75 3.10 2.19 0.288
H 3.14 2.29 3.63 0.431
H 2.85 4.54 3.87 0.268
H 2.59 5.31 1.67 0.320
H 1.19 5.75 2.63 0.377
H -0.17 4.02 1.59 0.294
H 0.78 5.05 0.39 0.282
H 0.38 -4.19 -0.86 0.383
H 0.70 -3.87 -2.64 0.427
H -1.44 -2.41 -2.71 0.290
H -1.65 -4.04 -2.11 0.496
H -2.41 -3.31 1.88 0.290
H -3.98 -4.84 2.75 0.360
H -5.78 -5.07 -1.09 0.378